No. 1
{"formula": "C18H41N2P3SSeTl", "method": "ωB97M-V with the def2-TZVPD basis set", "species": ["Tl", "P", "P", "P", "H", "C", "C", "H", "C", "C", "C", "C", "C", "C", "C", "C", "C", "H", "H", "H", "H", "H", "H", "H", "H", "H", "H", "H", "H", "H", "H", "H", "H", "H", "H", "H", "H", "H", "H", "H", "H", "H", "H", "H", "H", "H", "C", "C", "C", "C", "C", "C", "Se", "H", "H", "H", "H", "H", "H", "N", "C", "N", "S", "H", "H", "H", "H"], "positions_angstrom": [[1.767, 0.165, -3.512], [-1.532, 0.822, 2.288], [1.652, 1.276, 1.565], [-2.147, -0.363, -0.467], [4.705, -1.655, -4.371], [3.814, -1.369, -4.975], [3.575, -0.058, -5.305], [4.332, 0.737, -5.155], [-1.499, -0.587, 3.458], [-1.107, 2.120, 3.522], [-3.344, 1.116, 2.395], [3.141, 1.069, 0.483], [1.992, 3.008, 2.056], [2.324, 0.480, 3.077], [-1.517, -0.846, -2.125], [-3.745, 0.371, -1.029], [-2.899, -1.962, 0.052], [3.337, -2.197, -5.529], [2.681, 0.183, -5.898], [-2.096, -0.320, 4.341], [-0.465, -0.787, 3.760], [-1.921, -1.483, 2.990], [-1.886, 2.130, 4.303], [-1.073, 3.110, 3.053], [-0.144, 1.915, 4.003], [-3.577, 1.234, 3.463], [-3.919, 0.266, 2.014], [-3.610, 2.043, 1.871], [4.042, 1.344, 1.063], [3.060, 1.724, -0.403], [3.227, 0.018, 0.155], [2.952, 3.068, 2.588], [1.185, 3.375, 2.696], [2.026, 3.617, 1.148], [3.271, 0.966, 3.334], [2.480, -0.588, 2.884], [1.628, 0.583, 3.916], [-2.271, -1.439, -2.675], [-0.597, -1.445, -1.987], [-1.309, 0.065, -2.709], [-4.182, -0.294, -1.785], [-3.605, 1.368, -1.463], [-4.448, 0.452, -0.194], [-3.629, -2.300, -0.692], [-3.394, -1.851, 1.023], [-2.107, -2.708, 0.140], [1.674, -3.326, -0.123], [2.047, -2.311, -1.034], [2.712, -2.655, -2.207], [2.796, -3.994, -2.591], [2.348, -5.010, -1.740], [1.808, -4.689, -0.482], [1.066, -2.865, 1.647], [-0.248, -2.472, 1.031], [1.817, -1.250, -0.823], [3.227, -1.920, -2.838], [3.232, -4.255, -3.562], [2.491, -6.055, -1.996], [1.481, -5.462, 0.219], [-3.070, 3.537, -1.468], [-2.299, 3.494, -0.343], [-2.938, 3.888, 0.805], [-0.770, 2.762, -0.316], [-3.852, 4.192, -1.494], [-2.561, 3.424, -2.343], [-2.347, 4.139, 1.594], [-3.783, 4.455, 0.699]], "nbo_charge": [0.9156, 1.1459, 1.1922, 1.1540, 0.2369, -0.3554, -0.5604, 0.2690, -0.9724, -0.9536, -0.9645, -0.9452, -0.9548, -0.9587, -0.9577, -0.9567, -0.9560, 0.2486, 0.2137, 0.2705, 0.2509, 0.2532, 0.2700, 0.2388, 0.2479, 0.2632, 0.2446, 0.2661, 0.2832, 0.2425, 0.2509, 0.2733, 0.2530, 0.2613, 0.2687, 0.2689, 0.2470, 0.2779, 0.2429, 0.2401, 0.2629, 0.2590, 0.2545, 0.2714, 0.2510, 0.2466, -0.1983, -0.2920, -0.1972, -0.1989, -0.1713, -0.1909, 0.1428, 0.0458, 0.1874, 0.1750, 0.2351, 0.2550, 0.2546, -0.7867, 0.3357, -0.7967, -0.2848, 0.4202, 0.4260, 0.4201, 0.4181], "e_tot_ha": -4815.04554, "total_charge": 3}

No. 2
{"formula": "C18H41N2PdSSb", "method": "ωB97M-V with the def2-TZVPD basis set", "species": ["Pd", "C", "C", "N", "C", "C", "S", "C", "C", "N", "H", "H", "H", "H", "H", "H", "H", "H", "H", "H", "H", "H", "H", "H", "C", "C", "C", "C", "Sb", "C", "C", "C", "C", "C", "C", "C", "C", "H", "H", "H", "H", "H", "H", "H", "H", "H", "H", "H", "H", "H", "H", "H", "H", "H", "H", "H", "H", "H", "H", "H", "H", "H", "H", "H"], "positions_angstrom": [[-0.185, 0.376, 0.345], [-0.047, -2.264, 2.743], [-1.532, -1.838, 2.719], [-1.891, -1.209, 1.463], [-2.246, -2.076, 0.358], [-1.073, -2.710, -0.400], [0.301, -1.611, -0.893], [1.667, -2.302, 0.106], [1.958, -1.589, 1.436], [0.767, -1.209, 2.170], [0.082, -3.179, 2.161], [0.221, -2.497, 3.788], [-1.686, -1.100, 3.511], [-2.163, -2.717, 2.937], [-2.631, -0.528, 1.613], [-2.810, -1.475, -0.362], [-2.892, -2.912, 0.688], [-1.455, -3.113, -1.338], [-0.632, -3.524, 0.168], [2.547, -2.231, -0.535], [1.434, -3.357, 0.247], [2.485, -0.657, 1.192], [2.629, -2.248, 2.021], [0.994, -0.502, 2.867], [-1.100, 5.540, 2.290], [-1.189, 4.075, 2.656], [-0.357, 3.788, 3.894], [-2.632, 3.676, 2.917], [-0.428, 2.725, 1.030], [-1.717, 3.064, -0.810], [-2.920, 2.156, -0.581], [-0.964, 2.513, -2.011], [-2.121, 4.508, -1.040], [1.706, 3.295, 0.522], [2.098, 2.504, -0.721], [2.538, 2.757, 1.679], [1.913, 4.786, 0.322], [-1.475, 6.152, 3.111], [-1.692, 5.765, 1.409], [-0.074, 5.835, 2.096], [-0.778, 4.300, 4.760], [0.666, 4.135, 3.763], [-0.339, 2.719, 4.108], [-3.020, 4.207, 3.787], [-2.703, 2.606, 3.115], [-3.263, 3.920, 2.064], [-2.555, 1.129, -0.414], [-3.569, 2.149, -1.458], [-3.512, 2.470, 0.279], [-0.551, 1.515, -1.776], [-0.163, 3.179, -2.320], [-1.645, 2.396, -2.856], [-2.808, 4.854, -0.270], [-2.622, 4.613, -2.004], [-1.248, 5.160, -1.045], [1.710, 1.469, -0.656], [3.184, 2.447, -0.802], [1.721, 2.967, -1.627], [2.326, 1.691, 1.802], [2.315, 3.264, 2.616], [3.603, 2.872, 1.473], [1.161, 5.200, -0.349], [2.896, 4.986, -0.108], [1.851, 5.318, 1.270]], "nbo_charge": [-0.1446, -0.2299, -0.2200, -0.6411, -0.2288, -0.5380, 0.2307, -0.5341, -0.2280, -0.6514, 0.1828, 0.1825, 0.1983, 0.1683, 0.3839, 0.2097, 0.1703, 0.2286, 0.2066, 0.2349, 0.2068, 0.2156, 0.1694, 0.3806, -0.6356, -0.2873, -0.6338, -0.6347, 1.0793, -0.2744, -0.6445, -0.6511, -0.6345, -0.2850, -0.6485, -0.6351, -0.6320, 0.2005, 0.2110, 0.2080, 0.2046, 0.2060, 0.2098, 0.2055, 0.2090, 0.2071, 0.2205, 0.2017, 0.1979, 0.2351, 0.1999, 0.1986, 0.1978, 0.2005, 0.2021, 0.2304, 0.1977, 0.2060, 0.2110, 0.1988, 0.2029, 0.2024, 0.2008, 0.1982], "e_tot_ha": -1586.18446}